No. 1
Density functional theory data (ωB97M-V/def2-TZVPD) for 2 unconnected molecules or ions with the total composition C43H41F6N4S at a distorted geometry.

Geometry (Å):
1 F -0.37 5.77 -6.66
2 C 0.47 5.08 -5.85
3 F 0.38 3.74 -6.17
4 F 1.76 5.47 -6.13
5 C 0.19 5.26 -4.39
6 N 1.10 4.40 -3.63
7 C 2.17 5.06 -2.96
8 C 1.93 5.76 -1.77
9 C 2.96 6.44 -1.15
10 C 4.23 6.47 -1.73
11 C 4.46 5.83 -2.95
12 C 3.43 5.13 -3.57
13 C 0.79 3.10 -3.30
14 C 1.84 2.19 -3.01
15 C 1.56 0.94 -2.51
16 C 0.24 0.52 -2.19
17 C -0.01 -0.74 -1.55
18 C -1.33 -1.15 -1.16
19 C -1.86 -2.44 -1.45
20 C -3.16 -2.78 -1.14
21 C -3.96 -1.89 -0.38
22 N -5.19 -2.24 0.09
23 C -5.97 -3.35 -0.45
24 C -6.79 -2.87 -1.61
25 F -7.43 -3.86 -2.28
26 F -7.73 -1.97 -1.16
27 F -5.99 -2.19 -2.50
28 C -5.65 -1.71 1.33
29 C -6.49 -0.59 1.33
30 C -6.97 -0.08 2.53
31 C -6.62 -0.71 3.73
32 C -5.81 -1.85 3.73
33 C -5.34 -2.37 2.53
34 C -3.44 -0.60 -0.07
35 C -2.17 -0.24 -0.46
36 C -0.81 1.40 -2.63
37 C -0.55 2.63 -3.20
38 H 0.44 6.30 -4.15
39 H -0.86 5.02 -4.20
40 H 0.92 5.73 -1.35
41 H 2.78 6.96 -0.20
42 H 5.05 6.99 -1.23
43 H 5.44 5.87 -3.43
44 H 3.56 4.63 -4.53
45 H 2.87 2.49 -3.22
46 H 2.37 0.22 -2.39
47 H 0.79 -1.47 -1.52
48 H -1.24 -3.15 -2.02
49 H -3.58 -3.73 -1.48
50 H -5.32 -4.17 -0.79
51 H -6.68 -3.67 0.32
52 H -6.74 -0.14 0.36
53 H -7.60 0.80 2.52
54 H -7.00 -0.31 4.67
55 H -5.54 -2.34 4.67
56 H -4.72 -3.27 2.48
57 H -4.09 0.12 0.43
58 H -1.81 0.76 -0.26
59 H -1.85 1.07 -2.54
60 H -1.37 3.26 -3.56
61 C 5.64 -0.84 0.02
62 C 4.12 -0.95 0.04
63 C 3.51 0.43 0.33
64 C 3.68 -1.52 -1.30
65 C 3.61 -1.93 1.11
66 C 4.30 -1.69 2.43
67 C 3.79 -2.60 3.50
68 N 2.32 -2.64 3.42
69 C 1.53 -3.08 4.49
70 C 0.16 -3.03 4.18
71 C -0.79 -3.31 5.16
72 C -0.34 -3.65 6.45
73 C 1.03 -3.70 6.75
74 C 1.98 -3.41 5.77
75 S -0.10 -2.54 2.52
76 C 1.64 -2.31 2.28
77 N 2.14 -1.86 1.17
78 H 6.11 -1.82 -0.14
79 H 5.95 -0.19 -0.81
80 H 6.05 -0.40 0.93
81 H 2.42 0.34 0.47
82 H 3.95 0.86 1.24
83 H 3.69 1.12 -0.50
84 H 2.59 -1.60 -1.33
85 H 4.03 -0.89 -2.12
86 H 4.11 -2.53 -1.44
87 H 3.86 -2.97 0.80
88 H 5.38 -1.83 2.32
89 H 4.17 -0.65 2.73
90 H 4.18 -3.61 3.35
91 H 4.06 -2.24 4.51
92 H -1.86 -3.24 4.90
93 H -1.07 -3.88 7.23
94 H 1.37 -3.96 7.75
95 H 3.06 -3.41 5.97

Output
Total charge: +1
2S+1: 1

Mulliken atomic charge list, values in e, 2 entries: atom 1 (F): -0.267, atom 2 (C): 0.958

=====

No. 2
Density functional theory data (ωB97M-V/def2-TZVPD) for a molecular structure, C43H42HfN6O5S at a distorted geometry.

Geometry (Å):
1 Hf 0.27 0.38 0.29
2 O 2.05 -0.03 4.34
3 C 1.78 -0.22 3.16
4 N 0.56 0.20 2.53
5 C -0.60 0.17 3.31
6 O -0.69 -0.07 4.47
7 C -1.92 0.28 2.54
8 C -3.05 0.79 3.14
9 C -4.19 0.82 2.35
10 C -4.16 0.35 1.00
11 C -2.93 0.00 0.48
12 N -1.84 -0.05 1.26
13 C 2.67 -0.99 2.25
14 C 3.68 -1.74 2.88
15 C 4.40 -2.58 2.01
16 C 4.12 -2.64 0.68
17 C 3.11 -1.90 0.16
18 N 2.40 -1.12 1.00
19 H -3.01 1.07 4.17
20 H -5.12 1.20 2.69
21 H -5.02 0.31 0.36
22 H -2.77 -0.36 -0.55
23 H 3.79 -1.63 3.99
24 H 5.13 -3.22 2.47
25 H 4.71 -3.40 0.17
26 H 2.87 -1.78 -0.86
27 O -0.47 0.61 -3.66
28 S 0.04 -0.23 -2.58
29 O -0.87 -0.63 -1.48
30 N 1.19 0.32 -1.74
31 C 2.15 1.18 -2.19
32 C 2.43 1.55 -3.51
33 C 3.47 2.43 -3.74
34 C 4.29 2.88 -2.77
35 C 3.92 2.68 -1.44
36 C 4.50 3.42 -0.37
37 C 4.05 3.24 0.93
38 C 3.04 2.28 1.12
39 N 2.51 1.52 0.14
40 C 2.91 1.79 -1.13
41 C 0.34 -1.76 -3.47
42 C -0.81 -2.40 -4.01
43 C -0.66 -3.51 -4.78
44 C 0.66 -3.99 -5.16
45 C 1.76 -3.27 -4.71
46 C 1.60 -2.14 -3.92
47 H 1.83 1.12 -4.44
48 H 3.66 2.74 -4.74
49 H 5.02 3.65 -2.96
50 H 5.26 4.15 -0.62
51 H 4.39 3.81 1.75
52 H 2.84 2.00 2.12
53 H -1.77 -2.01 -3.78
54 H -1.52 -4.03 -5.21
55 H 0.82 -4.92 -5.73
56 H 2.72 -3.64 -4.92
57 H 2.48 -1.65 -3.62
58 C 0.58 4.87 0.33
59 C -0.42 3.77 -0.15
60 C -0.35 3.83 -1.66
61 C -0.24 2.29 0.20
62 C -1.83 4.07 0.30
63 C -2.96 3.47 -0.25
64 C -4.26 3.71 0.11
65 C -4.49 4.48 1.24
66 C -3.40 5.13 1.79
67 C -2.13 4.99 1.29
68 H 1.47 4.75 -0.35
69 H 0.96 4.78 1.33
70 H 0.11 5.87 0.32
71 H 0.64 3.40 -1.87
72 H -0.34 4.86 -2.06
73 H -1.17 3.21 -2.14
74 H -0.41 2.28 1.34
75 H -2.75 2.67 -0.96
76 H -5.06 3.16 -0.37
77 H -5.46 4.55 1.62
78 H -3.62 5.81 2.65
79 H -1.30 5.48 1.77
80 O -0.09 -2.73 0.64
81 C -0.32 -3.88 0.74
82 C 0.02 -4.67 1.96
83 C -1.23 -4.35 2.84
84 C -2.59 -4.78 2.21
85 C -3.13 -3.90 1.05
86 C -2.44 -4.18 -0.32
87 N -1.10 -4.69 -0.09
88 H 0.88 -4.34 2.52
89 H 0.11 -5.72 1.77
90 H -1.26 -3.26 3.02
91 H -1.04 -4.86 3.81
92 H -3.32 -4.61 3.00
93 H -2.49 -5.82 1.88
94 H -3.01 -2.92 1.35
95 H -4.20 -4.08 0.92
96 H -2.31 -3.24 -0.85
97 H -2.99 -4.85 -0.96
98 H -1.10 -5.59 0.34

Output
2S+1: 1

Mulliken atomic charge list, values in e, 2 entries: atom 1 (Hf): 1.139, atom 2 (O): -0.663

=====

Kohn-Sham gap per entry: 5.150, 5.732 eV
ΔE to the lowest compared entry with this formula, charge and spin per entry: 0.0, 184.7 kJ/mol
E_HOMO per entry: -9.67, -5.81 eV